Computed, not measured: the molecule C4H8O2, with ωB97M-V/def2-TZVPD.

Atoms and positions in Å:
C -1.86 -0.33 -0.19
C -0.44 0.08 -0.51
O -0.01 1.19 0.32
C 0.71 -0.79 0.02
C 1.16 0.50 0.74
O 2.32 1.12 0.28
H -2.55 0.49 -0.44
H -2.15 -1.21 -0.77
H -1.96 -0.55 0.88
H -0.35 0.33 -1.57
H 2.08 1.52 -0.57
H 1.41 -1.20 -0.70
H 0.38 -1.58 0.71
H 1.26 0.44 1.82

Calculated values
Highest occupied orbital energy = -10.1 eV
Orbital gap = 11.06 eV
Energy above the lowest of the compared OMol25 structures with the same formula, charge and spin = 1.447 eV
Maximum force = 0.0068 Eh/bohr
SMILES string = C[C@@H]1C[C@@H](O)O1